# 1
{
  "formula": "C20H52N4O8S4",
  "method": "wB97M-V/def2-TZVPD",
  "elements": ["S", "S", "S", "S", "O", "O", "O", "O", "O", "O", "O", "O", "N", "N", "N", "N", "C", "C", "C", "C", "C", "C", "C", "C", "C", "C", "C", "C", "C", "C", "C", "C", "C", "C", "C", "C", "H", "H", "H", "H", "H", "H", "H", "H", "H", "H", "H", "H", "H", "H", "H", "H", "H", "H", "H", "H", "H", "H", "H", "H", "H", "H", "H", "H", "H", "H", "H", "H", "H", "H", "H", "H", "H", "H", "H", "H", "H", "H", "H", "H", "H", "H", "H", "H", "H", "H", "H", "H"],
  "coordinates": [[-2.9551, -3.2583, -0.7071], [-0.4945, 1.8641, 6.0548], [1.6167, -1.2069, 4.2916], [-2.1819, -1.7622, -5.5819], [-1.9473, -2.1573, -0.6928], [0.6092, 2.0836, 5.0515], [-1.8069, 1.1057, -2.4536], [0.5626, -1.1310, 5.3434], [2.6532, 0.6376, 0.9082], [2.0560, -3.2882, -0.0435], [-2.0705, -3.0611, -4.8235], [1.8965, 6.1762, -3.7745], [3.5276, 1.6602, 2.7451], [1.3357, -2.5876, -2.1200], [1.5020, 3.9644, -3.5916], [-1.2184, 1.5009, -0.2984], [-1.5221, 3.3096, 5.7490], [-1.7148, 0.6796, 5.4635], [1.6372, -2.4194, -0.8287], [0.6945, -1.3372, 2.8220], [-0.6995, 0.9828, 0.9674], [0.8971, -1.4203, -2.8718], [1.9462, 2.6565, -3.1292], [3.2999, 2.8183, 3.6080], [-1.3436, 0.7352, -1.3719], [-3.6781, -3.3606, 0.9519], [2.2760, 5.0648, -3.5223], [-3.1984, -0.6672, -4.4927], [2.1838, -2.9357, 4.4355], [-3.4604, -2.0983, -6.8186], [0.1665, 4.0864, -4.1748], [-2.0122, -4.8310, -0.6316], [1.2338, -3.8504, -2.6924], [2.7366, 1.5682, 1.6736], [4.5132, 0.6915, 3.0795], [-1.5109, 2.9382, -0.4033], [-1.5881, 0.6406, 1.5893], [-3.9953, -1.3413, -4.0970], [-0.0953, -2.1212, 2.8263], [2.9269, -3.1586, 3.6545], [4.1948, 3.1395, 4.1118], [1.2530, -1.4914, 1.8630], [-1.2366, -4.6686, 0.1394], [-0.2274, 3.1276, -4.5596], [1.6420, -1.3136, -0.4808], [2.6862, 2.5874, -2.2987], [4.0214, -0.0940, 3.6947], [5.3378, 1.1077, 3.6326], [2.7354, -3.0357, 5.4149], [-0.9621, 4.1778, 6.0813], [-1.5162, 3.2758, 4.6416], [1.3286, -3.6404, 4.2792], [2.6149, 2.6112, 4.4147], [2.4026, 2.1458, -3.9624], [-0.7068, 3.5298, 0.0062], [-4.2881, -2.5276, 1.1806], [-0.2111, 0.0389, 0.6383], [2.9640, 3.6620, 3.0471], [-2.7783, -5.5614, -0.3518], [-1.7606, 3.1219, -1.4685], [0.3518, 4.7191, -5.0340], [-2.7551, -3.4424, 1.5863], [-0.9150, -0.2484, -1.2012], [0.2198, -4.1537, -2.5561], [0.7673, -0.5577, -2.2338], [-2.4831, 3.1965, 6.2171], [1.9187, -4.5453, -2.2556], [-1.6426, -5.0360, -1.6043], [1.0505, 2.1902, -2.7723], [4.8362, 0.2218, 2.2060], [-3.4197, -1.2664, -7.4951], [-2.5604, -0.1783, -3.7594], [-3.6231, 0.1806, -5.0416], [2.1897, 2.4704, 1.5522], [-2.0183, 1.0420, 4.4709], [-0.5706, 4.5178, -3.5338], [-1.2125, -0.2653, 5.2967], [-0.0756, -1.6042, -3.3269], [3.3087, 4.8920, -3.1634], [-4.4598, -2.1876, -6.4041], [-0.0827, 1.6823, 1.5292], [1.5391, -3.8688, -3.7279], [-3.2133, -3.0301, -7.3073], [0.1696, -0.3806, 2.8497], [-2.6151, 0.6359, 6.0650], [1.6642, -1.1217, -3.5940], [-4.2451, -4.2973, 0.8915], [-2.3949, 3.0720, 0.2288]],
  "e_lumo_ev": 0.4,
  "e_above_lowest_kj_mol": 253.08,
  "homo_lumo_gap_ha": 0.3377,
  "largest_force_ha_per_bohr": 0.0560,
  "mol_weight_g_mol": 604.9,
  "total_charge": 0
}

# 2
{
  "formula": "C20H53BrFN5O11P",
  "method": "wB97M-V/def2-TZVPD",
  "elements": ["Br", "P", "F", "O", "O", "O", "O", "O", "O", "O", "O", "O", "O", "O", "N", "N", "N", "N", "N", "C", "C", "C", "C", "C", "C", "C", "C", "C", "C", "C", "C", "C", "C", "C", "C", "C", "C", "C", "C", "H", "H", "H", "H", "H", "H", "H", "H", "H", "H", "H", "H", "H", "H", "H", "H", "H", "H", "H", "H", "H", "H", "H", "H", "H", "H", "H", "H", "H", "H", "H", "H", "H", "H", "H", "H", "H", "H", "H", "H", "H", "H", "H", "H", "H", "H", "H", "H", "H", "H", "H", "H", "H"],
  "coordinates": [[1.3514, -3.3426, -1.0760], [-3.4543, 0.6574, 1.0049], [2.1936, -2.3314, 2.2164], [-3.7268, 0.8160, -2.0507], [-0.1193, -5.8727, -4.8670], [2.5279, -0.9192, -0.3158], [-4.2861, 2.5363, 4.3399], [-2.8198, 0.6456, 2.5067], [-3.7604, 4.3675, -3.1570], [-1.6584, 3.5179, 2.1910], [-1.6044, -3.3575, -3.0776], [-1.1271, -6.5046, -2.1790], [-0.1664, -2.4477, 1.0988], [-4.4244, -1.9149, -2.4472], [-0.9076, -4.7456, 1.2320], [-0.7938, -1.6075, -0.9538], [-0.7993, 0.6688, -0.5625], [-2.6010, -0.6485, 0.1573], [1.6757, 5.6700, 1.5149], [0.3675, -1.9100, -0.1422], [2.7587, 3.7783, 0.3526], [1.0339, 0.2750, -2.2595], [1.2486, -0.5999, 0.1516], [-2.4067, 1.0569, -2.5147], [0.7002, 0.5682, -0.7750], [1.1928, 1.9854, -0.3852], [-0.4098, -3.7091, 1.1738], [2.3493, 0.8089, -2.8101], [4.6130, -1.8925, 0.4660], [1.0868, -0.2409, 1.6311], [-1.4367, -0.4885, -0.4371], [-1.5419, 1.6585, -1.4076], [0.8239, -1.3741, 3.8898], [3.7373, -0.6525, 0.3887], [2.0919, 4.2582, 1.6395], [5.7128, -1.7295, 1.5190], [-5.1126, -0.0725, 1.1417], [1.7459, -1.1119, 2.7184], [2.6058, 2.2702, 0.0891], [3.2149, 0.3467, -2.3532], [-1.5301, 2.6399, 1.8148], [-2.4486, 1.7975, -3.3155], [-2.9967, -1.5799, 0.1204], [-1.4398, -2.3950, -0.9329], [3.3595, 2.0160, -0.6456], [2.8936, 1.7638, 1.0054], [-3.6670, 3.4292, -2.9706], [-4.1133, 0.0615, -2.5178], [-4.7078, 4.4925, -3.2738], [-2.2229, 2.2197, -0.7742], [0.2353, 0.6403, -2.8999], [2.3511, 4.3458, -0.4799], [0.3209, -0.4584, 4.1887], [-5.1802, -0.6142, 2.0840], [0.0187, -0.2390, 1.8435], [5.9482, -2.6991, 1.9465], [4.0212, -2.7830, 0.6336], [-0.8830, 2.3859, -1.8582], [-3.6883, 3.1136, 4.8270], [2.4282, 1.8890, -2.7612], [4.2969, 0.0886, -0.1793], [-1.7365, -4.2788, -3.3430], [0.6003, -5.2743, -4.6467], [-3.0439, 1.5302, 2.8669], [2.8145, 4.1755, 2.4482], [-1.9434, 0.1770, -2.9634], [3.6084, -0.2260, 1.3770], [3.8221, 4.0029, 0.3792], [-3.5068, -2.2024, -2.5489], [-1.5329, -6.8604, -1.3811], [0.0801, -2.1131, 3.6150], [2.2500, 6.2736, 2.0842], [5.4076, -1.0822, 2.3372], [2.6168, -0.5907, 3.1113], [-4.7517, 2.0404, 5.0220], [1.0395, 2.6104, -1.2593], [5.1039, -2.0048, -0.4984], [-4.7867, -2.4908, -1.7655], [2.3839, 0.5628, -3.8682], [-0.4703, -6.1932, -4.0264], [-0.8377, -3.3378, -2.4948], [6.6303, -1.3643, 1.0731], [-5.2953, -0.7907, 0.3487], [0.5036, 2.3848, 0.3564], [1.2110, 3.6586, 1.8507], [1.0519, -0.7980, -2.4095], [1.3821, 0.7823, 1.8222], [1.4071, -1.7251, 4.7327], [-0.4560, -5.8888, -1.8700], [0.7116, 5.7898, 1.7899], [-1.0527, 3.5516, 2.9400], [-5.8341, 0.7328, 1.1303]],
  "e_lumo_ev": -3.5,
  "homo_lumo_gap_ha": 0.2942,
  "largest_force_ha_per_bohr": 0.0430,
  "mol_weight_g_mol": 669.5,
  "total_charge": 1
}